(1)
11
Properties=species:S:1:pos:R:3:forces:R:3 method="wB97M-V/def2-TZVPD" de_lowest_ev=0.000 homo_ev="-5.5561 / -10.4128" multiplicity=3 largest_force_ev_per_a=13.84
H -0.012 1.322 -1.315 0.4 -0.4 -1.5
O -1.050 0.809 2.353 -1.4 1.0 1.6
Cl 0.637 -2.685 0.638 -0.3 1.1 -0.6
N 0.706 -1.660 -0.652 2.9 -10.3 -1.8
H 0.590 0.072 -2.532 -0.4 0.3 -1.5
O -1.714 1.238 0.334 -1.5 1.4 -1.8
C 0.470 -0.430 -0.622 -3.9 12.5 4.6
H 0.557 -0.316 1.530 -0.3 0.7 -0.2
N 0.559 0.527 -1.658 0.0 -1.6 3.4
N -0.956 0.845 1.152 1.8 -2.4 1.2
N 0.214 0.278 0.771 2.6 -2.2 -3.4

(2)
110
Properties=species:S:1:pos:R:3:forces:R:3 method="wB97M-V/def2-TZVPD" homo_ev=-9.0071 largest_force_ev_per_a=4.22
O -3.812 1.590 3.233 1.0 0.5 -0.7
H 4.865 -2.632 0.801 -0.5 0.8 -0.5
C 0.252 -4.196 0.014 1.4 0.2 -0.9
C -6.197 2.164 -0.646 0.5 0.8 0.3
H 5.156 2.687 -3.352 0.1 -0.4 0.9
H -1.676 -1.723 2.418 -0.1 -0.5 -0.1
C -5.366 2.805 1.767 0.7 -0.1 0.2
H -6.817 0.190 0.173 0.9 0.3 -0.3
H 0.589 -4.481 -1.023 -0.5 0.4 0.8
H 0.794 -7.714 0.864 -1.0 0.3 0.2
H 4.251 -2.196 -0.812 -0.1 0.7 1.0
C 0.080 -5.906 1.951 0.8 0.5 -0.4
C -3.675 -1.190 -2.498 0.0 1.3 0.9
H 0.888 3.430 -0.322 -0.5 0.7 0.1
C 0.151 -2.213 1.603 -0.9 1.0 -0.2
H 2.214 2.278 3.358 0.1 0.6 -0.9
O -2.572 -6.431 0.531 2.0 -2.3 0.1
H 0.420 4.929 -1.260 0.1 -0.5 0.6
H 0.944 0.171 -0.925 0.0 -0.3 -0.9
H 2.545 4.614 0.328 -0.3 0.4 0.7
Cl -2.376 -9.312 0.321 0.6 0.7 0.1
H 0.665 -2.798 2.404 -0.2 0.3 -0.8
C 4.934 3.255 -1.164 1.1 -0.7 -0.7
H 5.176 2.591 2.351 -0.5 0.5 -0.6
H -5.294 4.115 -0.002 0.1 -1.0 0.0
H -6.060 2.485 -1.715 -0.2 -0.5 0.8
H 2.350 1.858 -2.037 0.4 -0.4 -0.8
C 3.240 2.250 1.352 -0.2 0.0 0.6
H 1.733 -4.497 1.727 -0.4 -0.2 -0.9
H -6.856 0.319 -2.452 0.6 -0.6 0.5
H -4.164 0.918 -2.212 -0.6 -0.6 -0.7
H -4.127 2.745 -0.106 -0.7 0.1 0.3
H -6.306 -1.241 -1.722 0.4 0.9 -0.1
H -2.228 0.365 -3.015 0.0 -0.8 0.6
H 6.509 3.247 0.349 -0.6 -0.9 -0.1
H -1.608 -3.304 1.863 -0.1 0.3 0.1
C 4.632 2.973 1.445 0.5 -0.5 -0.7
C 0.831 -0.174 -1.991 0.8 -0.9 -0.1
H 2.480 6.124 1.306 -0.8 -0.5 -0.3
H 5.398 4.245 -1.427 -0.6 -0.7 0.6
C -0.125 -7.361 1.394 0.0 -0.3 0.8
C -4.688 0.033 -2.672 0.3 -0.9 0.8
H 4.234 0.692 -1.071 0.4 0.3 -0.8
H 2.827 -2.647 1.739 -0.6 0.6 -0.7
C 2.092 4.339 2.526 1.5 0.2 -0.5
C 5.554 2.681 0.177 -0.7 1.0 0.6
H 1.754 -5.820 0.498 -0.5 0.9 0.3
C -6.029 -0.163 -1.860 -0.5 1.0 -0.3
H 0.198 0.579 -2.528 0.3 -0.7 0.6
H -6.035 3.600 2.175 0.4 -0.7 -0.4
H -1.442 -2.512 -3.296 0.1 0.9 0.6
H -5.830 1.804 1.990 0.4 1.0 -0.3
H -2.069 1.417 4.417 -0.3 0.0 -0.9
S -1.523 -7.414 0.177 -0.8 3.2 -2.6
H -0.876 -5.333 1.996 0.6 -0.7 0.0
O 1.931 -2.474 -0.204 -0.8 0.6 1.1
H 6.386 1.949 -2.230 -0.9 0.3 -0.1
H -0.815 4.142 -0.220 1.0 0.0 0.0
H -4.848 0.206 -3.765 0.0 0.0 0.9
H 0.485 -5.915 3.001 -0.4 -0.5 -1.0
C -1.087 -1.492 -2.981 0.8 -0.1 0.2
C 4.228 -1.873 0.264 -0.2 -1.0 0.5
H 3.075 4.660 2.981 -0.9 -0.3 -0.3
C -2.437 1.233 3.370 0.4 -0.6 0.5
C 0.282 4.370 -0.299 -0.9 0.5 -0.3
H -0.351 -8.111 2.194 -0.1 0.7 -0.7
H 0.829 -2.393 -2.495 -0.1 0.5 0.9
H 3.386 1.157 1.589 0.0 1.0 -0.3
C 2.919 1.186 -2.738 0.7 -1.0 0.8
H -1.755 1.759 2.653 -0.7 -0.3 0.5
H 1.136 2.461 1.944 0.8 0.2 0.4
H 5.753 1.578 0.132 -0.1 1.0 -0.2
H 2.488 -0.909 1.151 -0.3 -1.2 -0.1
C 5.307 2.240 -2.335 -0.8 -0.1 1.2
H 4.574 4.088 1.526 -0.3 -0.9 0.0
N -1.337 -2.341 1.686 1.0 0.1 0.2
H -2.351 0.136 3.175 -0.1 0.8 0.2
C 2.742 -1.965 0.855 2.4 0.9 -0.7
H -3.951 3.680 3.305 -0.1 -0.6 -0.5
O -0.369 -1.995 -0.742 1.8 0.1 -0.3
H 4.850 0.123 -2.690 -0.5 0.5 0.6
H -0.689 -1.014 -3.923 -0.4 -0.5 0.8
H -0.842 -4.414 0.057 0.9 0.3 0.1
H 2.854 -0.974 -2.145 -0.5 0.7 -0.7
C 0.552 -2.629 0.129 -1.2 -2.3 1.4
O -0.998 -7.235 -1.200 -0.6 -1.1 3.0
C -2.222 -0.573 -2.387 -0.2 -0.1 -1.2
H -4.981 0.424 -0.032 -1.0 0.1 0.1
C 4.383 0.980 -2.139 -0.3 0.5 -1.6
C 2.138 2.779 2.352 -0.8 0.1 0.0
C -5.166 3.016 0.210 -0.7 -0.1 0.2
H 0.349 -1.123 1.812 0.1 -1.0 -0.4
C 0.173 -1.630 -2.012 -1.8 1.7 -1.6
C 2.226 -0.240 -2.722 -0.8 0.6 0.5
H -3.779 -1.953 -3.304 0.1 0.7 0.5
C 1.096 -5.077 1.020 -1.2 -0.7 0.7
H -3.193 3.041 1.793 -0.4 -0.4 0.8
H 2.951 1.649 -3.753 0.0 -0.4 0.8
H -2.027 -0.236 -1.338 -0.1 -0.5 -0.8
H -3.912 -1.664 -1.512 0.2 0.1 -0.9
O 0.598 5.233 0.803 0.9 -0.6 -0.6
C -3.987 2.841 2.563 -1.0 0.6 -0.6
C 1.990 5.129 1.152 0.0 -0.5 1.2
H 4.684 -0.869 0.424 -0.4 -0.8 -0.3
H 2.790 2.277 0.324 0.7 0.1 0.8
C -6.000 0.609 -0.467 0.1 -0.1 -1.0
H 3.821 3.359 -1.108 1.0 0.0 -0.1
H -7.226 2.509 -0.343 0.8 -0.6 -0.3
H 1.304 4.696 3.233 0.4 -0.4 -0.8
H 2.030 -0.645 -3.755 0.4 0.4 0.9

(3)
16
Properties=species:S:1:pos:R:3:forces:R:3 method="wB97M-V/def2-TZVPD" de_lowest_ev=1.624 homo_ev=-9.3794 smiles="[SiH3]Br.C=NCC" largest_force_ev_per_a=3.62
H -2.427 0.219 1.046 0.4 0.1 -0.3
H 2.364 0.713 1.388 1.4 0.1 1.1
C 0.224 1.360 -0.693 -2.8 0.4 -0.5
C 2.079 0.515 0.398 -1.9 -1.8 0.3
H 1.325 -1.350 -0.637 0.8 0.2 0.4
H -1.897 -0.100 -1.260 0.3 0.2 -1.4
H 0.968 -1.243 1.053 -1.0 0.0 1.0
Si -2.709 -0.529 -0.202 -2.3 -0.3 2.8
Br -4.979 -0.148 -0.225 0.8 0.0 -0.5
H -0.405 2.337 -0.797 0.6 -2.1 -0.5
H 2.661 -1.349 0.712 -1.0 -0.7 -0.9
H -2.691 -1.937 0.243 0.4 -0.1 -0.6
H 2.776 0.642 -0.360 2.2 0.5 -0.8
C 1.682 -0.949 0.332 1.6 -0.5 -0.1
H -0.095 0.333 -1.138 0.7 1.9 0.2
N 1.124 1.487 0.141 -0.2 2.2 -0.1

(4)
193
Properties=species:S:1:pos:R:3:forces:R:3 method="wB97M-V/def2-TZVPD" homo_ev=-8.3184 smiles=COC[C@H](C)N.COC[C@H](C)N.COC[C@H](C)N.COC[C@H](C)N.COC[C@H](C)N.COCCNCCOC.COCCNCCOC.COCCNCCOC.COCCNCCOC.CO.CO largest_force_ev_per_a=4.74
H -8.417 17.241 -4.169 0.1 -0.3 -0.5
H 8.934 3.386 -2.276 -0.5 0.3 -0.2
N 10.650 -9.948 4.007 -0.4 1.0 0.7
H -11.292 -2.288 -0.295 -0.1 -0.1 0.1
C -10.645 -2.695 -1.072 -0.3 0.9 1.1
H -8.406 1.520 -11.082 0.1 0.1 -0.1
H 0.893 -3.800 11.190 0.0 0.4 -0.3
H -1.817 0.637 -2.902 -0.5 0.2 0.2
H 3.915 -7.589 -3.572 0.1 -0.1 0.2
H -7.519 -0.831 -9.541 -0.2 0.3 0.5
C -5.289 12.351 -1.582 1.4 0.0 -0.1
H -3.843 -4.008 5.022 0.0 0.1 0.2
H 3.970 -0.328 0.333 0.3 0.2 -0.4
C 2.949 9.965 -1.998 -1.3 -0.3 1.2
H 2.960 -1.808 2.384 0.2 0.2 0.0
H -3.667 0.855 -11.192 -0.1 -0.9 -0.2
H 0.931 -1.638 12.584 0.2 0.2 -0.3
H 1.722 -8.613 -2.116 -0.1 0.5 0.0
C -7.554 17.836 -3.869 0.4 -0.2 0.0
H 9.463 -9.529 1.322 -0.1 0.3 0.0
H 3.759 9.643 -1.342 0.6 -0.3 -0.6
H 4.506 -1.535 15.026 -0.7 -0.9 0.6
H 0.112 -1.465 16.161 -0.2 -0.9 0.0
O 2.662 -3.756 12.248 0.3 0.3 0.1
C 3.447 -8.405 -4.122 -0.9 0.3 0.5
O -1.511 1.640 -1.023 0.0 -1.0 -0.8
C 0.170 0.159 -2.278 -1.2 1.3 2.2
C -5.990 16.239 -4.528 -0.2 -2.4 -0.4
O -10.147 -3.455 -4.042 0.9 -2.5 0.5
H -4.350 -9.145 2.809 -0.2 -0.4 0.0
N 1.116 0.729 -1.279 0.4 -1.0 -1.8
H 1.819 -6.970 -4.360 0.3 0.4 1.1
C -4.968 15.067 -4.186 -0.6 1.4 1.4
H 1.005 7.499 -4.625 -0.5 0.0 -0.4
H -3.703 13.757 -2.124 0.2 0.2 0.3
H -4.064 -5.485 5.703 -0.2 -0.1 -0.1
C 9.724 -8.810 4.373 1.3 -0.8 -1.9
C -6.199 -0.115 -10.977 -0.7 0.0 -1.1
C -4.500 13.211 -2.630 -1.1 0.0 0.8
H -3.454 1.904 -1.723 -0.1 0.1 0.0
H -4.624 14.409 -4.984 -0.2 0.8 -0.8
H 0.626 -0.135 -3.223 0.2 1.2 -0.3
H 4.275 7.863 -3.038 0.0 0.1 0.6
H 0.662 0.853 -0.385 -0.1 -0.2 0.1
H -2.449 -7.016 3.407 0.1 0.6 0.8
C 10.246 -10.624 -0.786 0.2 -0.5 0.0
O 2.772 9.330 -3.249 1.1 -0.9 0.5
N -5.488 14.126 -3.219 0.1 -0.6 0.5
H -6.268 0.472 -11.893 0.2 0.2 -0.3
H 4.978 7.857 5.257 0.1 -0.1 -0.5
H 3.019 -2.614 10.561 0.1 0.2 -0.1
H 3.189 1.318 0.280 0.2 -0.1 0.1
N 1.315 -8.463 -5.429 -1.2 -2.1 -2.6
H -3.640 -3.558 2.618 -0.3 0.1 0.1
C 3.274 -10.762 -4.154 1.5 0.3 0.4
H 9.488 -11.407 -0.785 -0.4 0.1 -0.8
H -3.947 12.589 -3.334 -0.5 -0.2 -0.4
H -6.063 11.765 -2.076 -0.3 0.4 0.1
C 10.043 -10.423 1.551 1.0 1.4 0.4
H -8.759 -0.600 -12.235 -0.8 -0.3 -0.1
H 8.817 -8.874 3.772 -0.3 0.1 0.0
C -10.874 -1.844 -2.319 -0.5 -1.1 0.2
H 1.119 0.527 15.502 0.1 0.2 0.0
H 10.565 3.622 -2.572 0.5 0.2 -0.4
H 9.441 -8.903 5.422 0.3 0.2 0.0
H 9.828 -9.635 -0.975 -0.3 0.1 0.2
H 3.723 -10.773 -5.148 -0.1 -0.2 -0.3
C -4.371 1.387 -10.551 0.6 -0.4 -1.8
C 1.104 -8.585 -3.013 0.3 0.6 -0.5
H 2.114 -1.162 -1.073 -0.4 -0.4 -0.3
H 1.616 -0.140 13.923 -0.2 0.3 -0.1
N 3.622 6.247 -5.199 -0.2 -1.0 1.3
H 10.760 -5.420 1.476 0.2 -0.6 -0.2
H -4.349 12.997 0.970 -0.1 -0.7 0.0
H -5.122 -5.364 3.523 -0.1 -0.6 -0.4
C 3.211 7.931 -3.266 0.0 1.4 -2.8
H 3.837 -0.227 14.299 0.0 0.4 -0.5
H 9.300 -11.159 1.857 0.2 -0.7 -0.1
C -9.517 -4.606 -3.424 0.2 0.4 0.4
H 11.762 -10.987 2.650 0.0 -0.1 0.0
O -5.408 0.568 -10.032 0.6 0.6 0.9
H -9.974 -1.583 -4.241 0.1 0.7 0.2
H -7.166 18.443 -4.687 -0.5 0.3 -0.2
H -4.578 -9.072 1.072 -0.1 0.8 -0.1
C 5.774 7.285 5.733 -0.4 0.3 0.8
H -9.210 -5.422 -4.079 -0.4 0.5 -0.8
H -8.864 -2.117 -3.005 0.2 -0.5 0.1
O 3.797 -9.615 -3.471 -1.2 0.1 -0.1
C 10.403 -7.420 4.069 -1.0 -1.7 0.3
H 5.369 7.022 6.710 -0.1 -0.3 0.1
H 2.606 7.271 -2.644 -0.2 0.1 0.1
H 11.961 -5.682 2.768 0.0 0.0 0.2
H -3.080 2.902 -0.269 0.2 -1.0 0.6
O 6.944 8.039 5.950 0.8 0.2 -0.1
H 0.811 -9.627 -3.138 -0.2 0.0 -0.3
H 6.835 8.981 5.804 -0.3 -0.2 -0.1
H -0.246 -0.814 -2.016 -0.1 -0.3 0.9
C 10.906 -5.748 2.505 -0.9 -0.1 -0.3
C 1.867 -8.053 -4.250 3.0 1.0 3.5
C -3.942 -8.729 1.888 -0.2 0.4 1.2
H 3.932 -8.431 -5.097 -0.2 0.2 -0.6
H -4.616 11.625 -1.126 0.4 -0.2 0.0
H -4.118 15.627 -3.795 0.7 -0.1 0.1
C -2.683 2.448 -1.177 0.7 0.5 -0.5
C 2.310 -0.095 -1.179 0.8 0.4 2.3
H 2.139 -2.153 0.853 -0.5 -0.5 0.3
H 9.817 -6.707 4.648 0.3 0.4 0.2
H 2.191 -10.823 -4.260 0.1 0.1 0.4
C -3.386 -4.612 2.507 -0.5 0.8 0.1
H -4.717 2.138 -11.261 -0.6 0.4 0.3
H 1.201 -1.600 2.372 0.0 -0.3 -0.4
H -7.968 18.466 -3.082 0.7 0.0 0.3
H -0.711 -0.900 14.753 -0.2 -0.2 -0.4
H 11.030 -10.788 -1.525 -0.2 -0.2 -0.2
H 1.500 7.278 -6.367 0.4 -0.7 0.3
C -9.877 -2.250 -3.384 -1.1 0.8 -1.7
H 11.729 -9.283 2.372 -0.3 0.1 -0.4
O 9.285 4.907 -3.600 -0.2 1.6 -0.3
H 3.705 -11.579 -3.576 -0.5 -0.3 -0.2
O 2.159 -0.124 1.294 0.2 -0.7 0.4
H 2.969 -4.325 10.238 -0.5 -0.3 0.1
N 0.482 -2.639 14.388 0.4 -0.4 0.6
C 9.604 3.682 -3.083 0.1 -2.0 0.9
C 1.718 7.751 -5.410 0.4 0.8 0.8
O -6.460 17.023 -3.433 0.4 -0.2 0.1
C 1.222 -3.773 12.228 -0.6 0.4 -0.6
H -8.589 -4.292 -2.945 0.1 0.1 0.2
C 2.103 -1.552 1.762 0.7 2.4 -1.3
C -1.046 1.162 -2.338 0.8 0.0 0.0
H 2.976 0.026 -2.034 0.0 0.2 -0.1
H 9.996 5.142 -4.202 -0.1 0.2 -0.1
N -12.351 -1.886 -2.623 1.4 0.2 -0.4
H -2.983 -9.227 1.745 0.5 0.5 0.0
H 10.290 -5.022 3.038 0.2 0.1 0.6
H 9.527 2.924 -3.862 0.2 -0.4 0.1
H -5.785 -1.084 -11.254 0.3 -0.2 0.2
H -4.026 -7.511 4.151 0.2 -0.4 0.2
C 3.129 7.536 -4.801 -0.7 1.0 -1.5
C 3.051 0.241 0.190 -1.7 -1.2 -0.1
H -3.765 -4.910 1.530 0.3 -0.1 0.0
H -5.859 14.582 -2.398 -0.4 0.5 -0.1
H -2.410 3.374 -1.682 0.0 -0.1 -0.9
N -3.612 -4.989 4.949 0.3 -0.1 -1.0
C 3.291 -3.586 10.972 -1.0 0.2 -0.5
H 3.121 5.609 -4.596 0.0 -1.0 -0.1
H 2.072 9.748 -1.388 -0.4 -0.2 0.2
C 1.375 -0.382 14.958 -0.7 -0.6 -0.4
C -4.923 13.709 0.377 0.2 -0.5 -0.2
H -12.608 -2.817 -2.918 0.1 -0.6 0.3
H -10.589 -0.802 -2.175 -0.3 0.2 0.6
H 10.554 -10.820 4.507 -0.5 0.4 0.0
H -4.143 14.264 -0.144 -0.3 0.5 -0.1
C 0.207 -1.390 15.077 0.6 1.3 -0.2
H 0.221 -7.955 -2.909 -0.1 -0.3 0.4
O 10.873 -10.735 0.454 0.1 0.0 0.4
H 3.221 -1.738 13.717 0.2 -0.6 0.2
O 10.358 -7.055 2.686 0.4 0.0 0.5
H -5.453 14.311 1.115 -0.2 0.2 -0.5
H -3.631 1.851 -9.898 -1.0 -0.1 1.1
H 2.934 11.055 -1.990 0.4 0.0 -1.0
C -7.643 -0.277 -10.471 0.1 -1.6 -0.1
C 3.541 -1.225 14.624 0.3 2.0 -0.8
O -5.860 13.107 -0.521 0.0 0.5 0.1
O -3.912 -7.299 2.079 -0.4 -0.9 -0.3
H -10.869 -3.760 -1.131 -0.1 0.1 -0.5
C 0.465 -2.557 12.938 0.7 -0.8 0.0
H 4.580 6.198 -4.884 0.4 -0.3 -0.1
H 1.419 -2.912 14.650 0.1 -0.2 0.4
H 3.764 8.130 -5.458 0.2 1.1 0.9
H 6.032 6.366 5.206 -0.1 0.2 -0.2
H -2.296 -4.607 2.532 0.0 -0.5 0.0
H -9.497 -1.375 -10.709 -0.2 0.4 -0.4
C -3.529 -6.873 3.420 -0.9 -1.2 -1.6
H -0.736 2.047 -2.895 0.0 0.1 -0.1
H -10.128 -5.078 -2.655 -0.3 0.2 0.0
O 2.479 -1.015 15.531 1.1 -0.8 1.0
H 0.920 -4.770 12.551 -0.1 0.2 0.8
H -6.869 15.723 -4.911 -0.2 0.0 -0.5
H 11.416 -7.585 4.436 0.3 0.7 0.0
H 1.641 8.810 -5.659 -0.3 0.1 0.5
C -4.039 -5.465 3.595 1.5 1.0 0.7
H -9.635 -2.603 -0.672 0.2 0.0 -0.2
H 1.025 -9.410 -5.232 -0.4 -0.4 -0.9
C 11.092 -10.127 2.639 -0.3 -0.3 0.7
N -8.257 1.008 -10.224 0.0 -0.4 0.7
H -0.598 -2.473 12.716 0.0 -0.4 -0.8
H 2.131 -8.541 -6.019 -0.4 -0.2 -1.1
H -7.568 1.481 -9.657 -0.2 0.7 0.0
H -12.493 -1.394 -3.494 -0.1 0.6 -0.2
H 4.375 -3.693 10.921 0.0 0.2 1.1
C -8.618 -1.184 -11.325 1.7 1.1 0.4
H -5.524 16.794 -5.342 -0.1 0.6 0.1
H -8.200 -2.148 -11.614 0.3 0.1 0.1